#1
Computed, not measured: a 2-piece molecular cluster, CH3BrO2P overall, with wB97M-V/def2-TZVPD.

The HOMO energy comes out at -4.464 eV. As for the total charge: -1. The calculation puts the HOMO-LUMO gap at 8.01 eV.

Last columns: bonded neighbours and bond lengths (Å).
Positions of all 8 atoms, in Å:
1 C 0.6611 -0.6146 -0.0499  P4 1.797, H6 1.029, H7 1.077, H8 1.069
2 O -0.2781 1.5954 -1.2688  P4 1.458
3 O 0.0173 1.8608 1.2436  P4 1.465
4 P -0.0948 1.0125 0.0545  C1 1.797, O2 1.458, O3 1.465
5 Br -2.5658 -1.3166 0.0008  no bonds
6 H 0.0920 -1.1037 -0.7544  C1 1.029
7 H 1.7075 -0.3724 -0.1264  C1 1.077
8 H 0.4608 -1.0613 0.9006  C1 1.069


#2
Computed, not measured: a 2-piece molecular cluster, CH3BrO2P overall, with wB97M-V/def2-TZVPD.

The HOMO energy (spin up / spin down) comes out at -3.392 / -5.243 eV. As for the total charge: -1. The calculation puts the HOMO-LUMO gap (spin up / spin down) at 6.47 / 8.53 eV.

Last columns: bonded neighbours and bond lengths (Å).
Positions of all 8 atoms, in Å:
1 C 0.8389 -1.6463 -0.6139  H6 1.127, H7 1.041, H8 1.079
2 O -2.1888 1.4334 -0.0959  P4 1.497
3 O 0.0994 2.5897 -0.1383  P4 1.510
4 P -0.7641 1.4559 0.3618  O2 1.497, O3 1.510, Br5 2.202
5 Br -0.8142 1.6390 2.5554  P4 2.202
6 H 1.4099 -2.0821 0.2551  C1 1.127
7 H 0.3653 -2.5010 -0.9722  C1 1.041
8 H 1.0535 -0.8886 -1.3520  C1 1.079


#3
Computed, not measured: a 2-piece molecular cluster, CH3BrO2P overall, with wB97M-V/def2-TZVPD.

The HOMO energy (spin up / spin down) comes out at -4.438 / -4.439 eV. As for the total charge: -1. The calculation puts the HOMO-LUMO gap (spin up / spin down) at 7.80 / 7.80 eV.

Last columns: bonded neighbours and bond lengths (Å).
Positions of all 8 atoms, in Å:
1 C -0.8362 0.4446 0.4005  P4 1.869, H6 1.182, H7 1.032, H8 1.002
2 O 0.8409 -2.7829 -0.2422  no bonds
3 O 1.8623 0.5213 0.4484  P4 1.471
4 P 0.7917 -0.3069 -0.1275  C1 1.869, O3 1.471, Br5 2.209
5 Br 0.5458 0.2722 -2.2447  P4 2.209
6 H -0.9711 0.1783 1.5439  C1 1.182
7 H -0.6720 1.4607 0.4728  C1 1.032
8 H -1.5614 0.2127 -0.2512  C1 1.002


Computed relative energies in units of eV: #1 0.000; #2 3.057; #3 5.204